1.
Entry from the OMol25 dataset: a structure of composition C32H35AuCl2N3O5P2 (wB97M-V/def2-TZVPD).

Geometry (Å):
Au (10.856, 11.737, 8.403)
Cl (16.793, 15.241, 9.469)
C (15.641, 14.196, 8.832)
C (15.802, 12.840, 8.974)
C (14.919, 11.942, 8.377)
Cl (15.434, 10.276, 8.413)
C (13.623, 12.390, 7.885)
O (12.754, 11.509, 7.516)
C (13.418, 13.873, 7.891)
C (12.112, 14.479, 7.700)
O (11.008, 14.069, 8.102)
C (14.501, 14.687, 8.134)
H (16.662, 12.449, 9.453)
H (12.030, 15.456, 7.189)
H (14.578, 15.706, 7.782)
O (8.534, 12.578, 11.129)
C (8.627, 11.800, 10.168)
O (8.904, 12.135, 8.899)
C (8.270, 10.318, 10.402)
C (7.028, 9.951, 11.017)
C (6.567, 8.609, 11.034)
C (7.338, 7.628, 10.527)
C (8.601, 7.961, 10.035)
C (9.116, 9.276, 10.041)
P (10.749, 9.653, 9.346)
C (11.939, 9.672, 10.718)
C (13.210, 9.126, 10.649)
C (14.022, 9.173, 11.764)
C (13.639, 9.893, 12.868)
C (12.398, 10.509, 12.961)
C (11.537, 10.407, 11.892)
C (11.075, 8.271, 8.226)
C (10.967, 8.615, 6.888)
C (11.457, 7.720, 5.954)
C (12.248, 6.639, 6.302)
C (12.538, 6.440, 7.631)
C (11.846, 7.180, 8.603)
H (6.466, 10.729, 11.522)
H (5.686, 8.385, 11.592)
H (6.975, 6.559, 10.349)
H (9.157, 7.136, 9.546)
H (13.546, 8.611, 9.711)
H (15.002, 8.649, 11.716)
H (14.284, 9.871, 13.776)
H (12.030, 10.931, 13.880)
H (10.532, 10.710, 12.021)
H (10.427, 9.535, 6.542)
H (11.305, 7.958, 4.891)
H (12.592, 5.940, 5.513)
H (13.241, 5.694, 7.916)
H (11.910, 6.703, 9.590)
C (9.069, 13.598, 14.148)
N (9.374, 13.841, 15.571)
C (8.558, 14.927, 16.075)
P (10.704, 13.168, 16.312)
O (11.479, 12.201, 15.461)
N (11.770, 14.405, 16.662)
C (12.993, 14.516, 15.812)
C (11.504, 15.517, 17.541)
N (10.016, 12.573, 17.705)
C (10.821, 12.001, 18.847)
C (8.602, 12.142, 17.789)
H (9.625, 14.295, 13.553)
H (8.017, 13.760, 13.975)
H (9.285, 12.583, 13.800)
H (7.461, 14.738, 15.867)
H (8.823, 15.835, 15.535)
H (8.777, 15.030, 17.157)
H (13.048, 13.657, 15.150)
H (13.815, 14.585, 16.504)
H (13.020, 15.394, 15.196)
H (10.638, 15.293, 18.135)
H (11.296, 16.440, 16.944)
H (12.374, 15.720, 18.173)
H (11.754, 12.514, 18.923)
H (11.017, 10.921, 18.585)
H (10.251, 11.986, 19.786)
H (8.080, 12.287, 16.814)
H (8.020, 12.616, 18.574)
H (8.585, 11.077, 17.989)

Its expectation value of S² is 2.0367. The HOMO energy (spin up / spin down) comes out at -9.85 / -9.85 eV. The value obtained for the HOMO-LUMO gap (spin up / spin down) is 5.66 / 3.10 eV. Its net charge is +1. For the LUMO energy (spin up / spin down), the calculation gives -0.1540 / -0.2478 Ha. The spin multiplicity is 3.

2.
Entry from the OMol25 dataset: a structure of composition C43H43N6P3Pt (wB97M-V/def2-TZVPD).

Geometry (Å):
Pt (0.380, -0.138, -0.132)
C (1.160, 2.608, 3.424)
C (0.967, 1.473, 2.626)
N (1.039, 1.513, 1.310)
C (1.292, 2.696, 0.698)
C (1.470, 3.881, 1.412)
C (1.403, 3.811, 2.816)
C (1.732, 5.104, 0.698)
C (1.836, 5.116, -0.645)
C (1.698, 3.900, -1.403)
C (1.862, 3.839, -2.799)
C (1.765, 2.632, -3.443)
C (1.477, 1.485, -2.692)
N (1.297, 1.527, -1.386)
C (1.420, 2.706, -0.738)
H (1.105, 2.517, 4.498)
H (0.746, 0.511, 3.070)
H (1.551, 4.708, 3.403)
H (1.860, 6.013, 1.269)
H (2.042, 6.035, -1.174)
H (2.077, 4.744, -3.352)
H (1.906, 2.547, -4.510)
H (1.373, 0.513, -3.162)
C (-4.100, -0.905, 0.219)
N (-2.673, -0.689, -0.044)
P (-1.480, -1.910, -0.009)
C (-2.346, -3.458, 0.248)
C (-2.310, -3.998, 1.533)
C (-2.977, -5.184, 1.804)
C (-3.671, -5.827, 0.791)
C (-3.702, -5.295, -0.495)
C (-3.041, -4.112, -0.771)
C (-0.905, -1.944, -1.743)
C (0.056, -2.900, -2.093)
C (0.489, -3.021, -3.400)
C (-0.040, -2.191, -4.383)
C (-1.019, -1.262, -4.059)
C (-1.461, -1.148, -2.750)
P (-1.863, 0.768, 0.148)
C (-2.599, 2.003, -0.923)
C (-1.939, 2.334, -2.106)
C (-2.494, 3.245, -2.991)
C (-3.719, 3.828, -2.699)
C (-4.384, 3.505, -1.524)
C (-3.830, 2.598, -0.636)
C (-2.169, 1.336, 1.834)
C (-2.332, 0.389, 2.846)
C (-2.500, 0.793, 4.160)
C (-2.505, 2.146, 4.476)
C (-2.334, 3.092, 3.475)
C (-2.165, 2.690, 2.158)
H (-4.509, -1.626, -0.488)
H (-4.627, 0.041, 0.081)
H (-4.278, -1.259, 1.235)
H (-1.754, -3.498, 2.317)
H (-2.948, -5.605, 2.799)
H (-4.187, -6.754, 0.999)
H (-4.240, -5.810, -1.278)
H (-3.057, -3.708, -1.776)
H (0.435, -3.573, -1.336)
H (1.221, -3.773, -3.662)
H (0.289, -2.294, -5.408)
H (-1.460, -0.646, -4.832)
H (-2.251, -0.452, -2.503)
H (-0.987, 1.878, -2.337)
H (-1.976, 3.497, -3.905)
H (-4.157, 4.537, -3.387)
H (-5.338, 3.960, -1.300)
H (-4.356, 2.365, 0.282)
H (-2.335, -0.670, 2.611)
H (-2.643, 0.054, 4.936)
H (-2.654, 2.461, 5.499)
H (-2.346, 4.145, 3.718)
H (-2.038, 3.440, 1.387)
C (5.299, -0.986, 1.384)
N (4.341, -1.829, 2.101)
C (4.440, -3.194, 1.587)
N (4.256, -3.289, 0.140)
C (5.220, -2.407, -0.518)
N (5.147, -1.017, -0.071)
C (3.898, -0.390, -0.494)
P (2.446, -1.260, 0.217)
C (2.982, -1.309, 1.977)
C (2.887, -2.985, -0.258)
H (6.302, -1.341, 1.623)
H (5.206, 0.044, 1.735)
H (3.703, -3.825, 2.088)
H (5.436, -3.572, 1.824)
H (5.069, -2.449, -1.598)
H (6.220, -2.781, -0.296)
H (3.823, -0.402, -1.587)
H (3.871, 0.658, -0.179)
H (2.284, -1.928, 2.548)
H (2.942, -0.296, 2.386)
H (2.785, -3.099, -1.338)
H (2.193, -3.681, 0.224)

Its expectation value of S² is 2.0169. The HOMO energy (spin up / spin down) comes out at -11.81 / -13.01 eV. The value obtained for the HOMO-LUMO gap (spin up / spin down) is 6.27 / 6.65 eV. Its net charge is +2. For the LUMO energy (spin up / spin down), the calculation gives -0.2035 / -0.2335 Ha. The spin multiplicity is 3.

The records above give, respectively, energy relative to the best compared isomer or geometry (same formula, charge and spin) values of 0.0; 0.0 kJ/mol.
The records above give, respectively, total energy values of -3519.32734; -3135.88099 hartree.